A structure of composition C17H25FeN9SbSe5, computed with ωB97M-V/def2-TZVPD.

Each line ends with the Löwdin spin population.
CARTESIAN COORDINATES (ANGSTROEM)
Sb -5.2509 0.9941 -0.4609  0.222
Se -4.8570 2.9438 0.8446  0.249
Se -6.5804 -0.7731 0.4251  0.352
Se -1.4164 -1.5032 -2.1249  -0.220
Se -2.7362 0.1396 -1.0734  0.028
Se 0.0822 2.2141 -4.6883  0.202
Fe -0.4976 0.1545 -0.8817  3.315
N -0.7669 -4.1753 1.6641  0.000
N 1.2311 -0.6228 -2.3902  0.034
N 0.0067 1.1007 -3.2327  0.151
N 1.6667 1.5300 -5.2838  0.251
N -0.1297 2.3708 -0.4198  0.010
N -0.5574 0.6519 2.1814  0.011
N 0.9093 -1.1589 0.3224  0.029
N 1.8564 -2.8485 1.3325  0.001
N -1.7492 -2.2586 1.1699  0.005
C -0.8770 3.3039 -1.2845  0.002
C 3.2729 -1.2439 -3.4971  0.038
C -2.1152 -4.3510 1.8928  0.001
C -0.4045 2.8043 0.9701  0.001
C -1.9475 0.8477 2.5961  0.000
C 1.3139 2.5024 -0.7032  0.000
C 1.0632 0.3355 -3.3263  -0.018
C 1.9993 0.5693 -4.4265  -0.005
C -0.6111 -2.8935 1.2216  0.001
C 0.6908 -2.2921 0.9187  0.003
C 0.1394 1.9325 2.0733  0.000
C 2.2709 -0.9472 0.3725  0.004
C -2.6987 -3.1590 1.5821  0.000
C 0.1086 -0.1342 3.2109  0.001
C 2.3113 -1.4216 -2.5186  0.146
C 3.1500 -0.2347 -4.4525  0.162
C 2.8795 -1.9874 0.9993  0.002
H -0.5861 4.3372 -1.0569  0.000
H 2.7279 -0.0883 -0.0755  0.001
H -1.9482 3.1912 -1.1095  0.000
H -0.6594 3.1005 -2.3256  0.003
H 2.3981 -2.2267 -1.8016  0.008
H 3.9087 -0.0669 -5.2025  0.008
H -1.4871 2.8957 1.0730  -0.001
H 0.0639 0.3708 4.1890  0.000
H -3.7393 -2.8897 1.6313  0.001
H 1.1590 -0.2832 2.9553  0.000
H -2.3701 -0.1132 2.8846  0.000
H -2.5654 1.2408 1.7880  0.000
H 1.6989 3.4560 -0.3227  0.000
H 1.4716 2.4610 -1.7800  0.000
H 0.0198 3.8107 1.0898  0.001
H 1.2072 1.7420 1.9238  0.000
H 1.8738 1.6963 -0.2416  0.000
H 0.0469 2.4986 3.0184  0.000
H -2.0160 1.5442 3.4479  0.001
H 1.9614 -3.7070 1.8483  0.000
H 4.1316 -1.9011 -3.5082  -0.002
H 3.9066 -2.1885 1.2327  0.000
H -0.3799 -1.1032 3.3094  0.000
H -0.0628 -4.8841 1.7797  0.000
H -2.5175 -5.2831 2.2399  0.000

Summary:
HOMO level (spin up / spin down) in eV: -5.9 / -7.7
Orbital gap (spin up / spin down) in eV: 4.02 / 5.57
Total energy in a.u.: -14666.66321
2S+1: 6
Expectation value of S²: 9.17